Formula: C20H36FNO2P
Source: OMol25
Level of theory: the ωB97M-V functional and the def2-TZVPD basis

```
61
C20H36FNO2P the ωB97M-V functional and the def2-TZVPD basis
C 2.801 2.138 3.539
C 1.428 1.493 3.167
C 1.562 -0.023 2.924
C 1.711 -0.418 1.417
C 0.289 -0.397 0.765
P 0.218 -0.334 -1.150
C 0.170 -0.259 -3.126
N 1.306 0.507 -3.744
C -1.572 0.527 -1.191
C -2.439 0.418 0.017
O -2.526 1.358 0.817
C -3.328 -0.770 0.313
C -3.091 -1.640 1.350
C -3.940 -2.678 1.631
C -5.080 -2.885 0.891
C -5.316 -2.031 -0.168
C -4.461 -1.001 -0.440
C 1.815 -1.419 -1.335
C 1.688 -2.836 -0.742
C 3.106 -3.443 -0.700
F 0.947 -3.649 -1.612
O 1.082 1.178 -1.253
C 0.835 2.214 -0.368
C 0.923 3.581 -1.134
C -0.408 4.384 -1.125
H 3.540 1.360 3.756
H 3.133 2.799 2.734
H 2.692 2.693 4.478
H 0.800 1.605 4.064
H 0.910 2.026 2.370
H 0.666 -0.543 3.293
H 2.425 -0.436 3.463
H 2.399 0.270 0.913
H 2.150 -1.421 1.446
H -0.172 -1.350 1.065
H -0.204 0.404 1.323
H -0.514 -1.583 -1.132
H 0.086 -1.266 -3.562
H -0.699 0.317 -3.480
H 0.954 1.109 -4.478
H 1.947 -0.143 -4.189
H -1.551 1.539 -1.612
H -2.146 -0.053 -1.937
H -2.214 -1.495 1.975
H -3.729 -3.330 2.476
H -5.779 -3.683 1.121
H -6.222 -2.196 -0.746
H -4.718 -0.345 -1.270
H 2.735 -0.912 -1.023
H 1.994 -1.665 -2.393
H 1.256 -2.838 0.261
H 3.059 -4.520 -0.499
H 3.619 -3.242 -1.644
H 3.647 -2.928 0.103
H -0.100 2.248 0.209
H 1.652 2.267 0.381
H 1.212 3.380 -2.169
H 1.719 4.185 -0.680
H -0.854 4.389 -2.126
H -0.257 5.410 -0.770
H -1.154 3.928 -0.462
```

Its LUMO energy is 0.11359 Eh. The net charge is -1. The calculation puts the HOMO-LUMO gap at 6.9 eV.

=====

Formula: CH5AuN5O6S
Source: OMol25
Level of theory: the ωB97M-V functional and the def2-TZVPD basis

```
19
CH5AuN5O6S the ωB97M-V functional and the def2-TZVPD basis
Au -0.111 0.016 -0.632
O 1.904 3.320 -1.141
S 1.227 2.164 -1.671
O 1.278 2.247 -3.112
O -0.188 2.012 -1.122
O 1.760 0.851 -1.114
N -0.279 -0.406 1.937
N -1.012 -1.583 2.073
C -1.389 -2.314 1.010
N -2.019 -3.460 1.177
N -1.088 -1.792 -0.190
N -1.473 -2.305 -1.396
O -1.142 -1.598 -2.315
O -2.068 -3.337 -1.453
H 0.666 -0.487 2.310
H -0.760 0.407 2.317
H -1.244 -1.917 3.004
H -2.248 -3.826 2.089
H -2.301 -3.993 0.353
```

Its LUMO energy (alpha / beta) is -0.18369 / -0.32195 Eh. The net charge is +1. The calculation puts the HOMO-LUMO gap (alpha / beta) at 8.3 / 4.2 eV. The multiplicity is 3.

=====

Formula: C26H36CdN5O5S2
Source: OMol25
Level of theory: the ωB97M-V functional and the def2-TZVPD basis

```
75
C26H36CdN5O5S2 the ωB97M-V functional and the def2-TZVPD basis
Cd -1.559 -0.344 1.318
N -1.448 -0.117 3.727
N -1.549 -1.438 4.196
C -1.843 -2.550 3.396
O -1.916 -3.628 3.954
O -2.060 -2.331 2.138
H -0.540 0.276 3.963
H -2.174 0.456 4.150
H -1.278 -1.645 5.145
S 1.073 -0.829 1.644
C 1.697 0.029 0.360
N 2.985 0.046 0.054
C 3.448 0.651 -1.193
C 2.421 0.363 -2.257
N 1.147 0.928 -1.818
C 0.347 1.588 -2.859
C 1.019 2.846 -3.343
C 1.179 3.925 -2.477
C 1.816 5.076 -2.910
C 2.294 5.160 -4.212
C 2.133 4.091 -5.079
C 1.499 2.935 -4.643
C 0.793 0.862 -0.555
S -0.505 1.724 0.078
C 4.031 -0.506 0.924
C 5.028 0.568 1.280
C 6.368 0.431 0.945
C 7.277 1.427 1.277
C 6.847 2.566 1.938
C 5.505 2.709 2.272
C 4.601 1.713 1.947
H 4.407 0.203 -1.447
H 3.597 1.727 -1.069
H 2.311 -0.713 -2.424
H 2.696 0.844 -3.194
H -0.636 1.788 -2.441
H 0.243 0.868 -3.675
H 0.793 3.864 -1.467
H 1.933 5.913 -2.235
H 2.786 6.061 -4.550
H 2.498 4.156 -6.094
H 1.368 2.103 -5.324
H 4.519 -1.325 0.391
H 3.548 -0.916 1.808
H 6.706 -0.460 0.430
H 8.321 1.311 1.018
H 7.554 3.342 2.196
H 5.168 3.594 2.794
H 3.556 1.820 2.216
C -2.042 -3.324 -2.055
C -0.900 -2.737 -1.256
O -1.112 -1.350 -0.948
H -1.828 -4.363 -2.302
H -2.194 -2.775 -2.985
H -2.972 -3.291 -1.487
H 0.033 -2.802 -1.822
H -0.762 -3.275 -0.315
H -2.024 -1.100 -1.192
O -3.730 -0.633 -0.710
C -4.150 -0.770 0.441
O -3.835 -0.082 1.462
C -5.086 -1.950 0.725
N -4.845 -2.427 2.119
C -5.995 -3.307 2.449
C -7.190 -2.615 1.780
C -6.587 -1.656 0.725
H -4.837 -2.774 0.057
H -4.815 -1.577 2.695
H -3.880 -2.824 2.201
H -6.078 -3.419 3.527
H -5.786 -4.281 2.012
H -7.774 -2.060 2.512
H -7.851 -3.353 1.332
H -6.755 -0.617 1.008
H -7.007 -1.800 -0.266
```

Its LUMO energy is -0.12491 Eh. The net charge is +1. The calculation puts the HOMO-LUMO gap at 7.9 eV.

=====

Formula: H3N3
Source: OMol25
Level of theory: the ωB97M-V functional and the def2-TZVPD basis

```
6
H3N3 the ωB97M-V functional and the def2-TZVPD basis
N -0.707 0.268 -0.516
N 2.132 1.552 -2.076
N 2.361 1.502 -1.003
H -0.812 -0.236 -1.409
H 0.058 -0.158 -0.033
H -1.602 0.137 -0.011
```

Its LUMO energy is 0.04977 Eh. Its SMILES is N#N.N. Its energy relative to the best compared isomer or geometry (same formula, charge and spin) is 4.1 kJ/mol. The calculation puts the HOMO-LUMO gap at 11.5 eV.